Record 1
Density functional theory data (ωB97M-V/def2-TZVPD) for one molecule with the formula C22H29ClN4O2.

The calculation puts the electronic energy at -45863.3790 eV. The SMILES is COc1ccc(Cl)c(N2CCN(CCCNC(=O)Nc3ccc(C)cc3)CC2)c1. As for the total charge: 0. Its energy relative to the best compared isomer or geometry (same formula, charge and spin) is 1.227 eV. The HOMO energy is -7.81 eV.

Geometry (Å):
C -4.75 -3.68 1.97
O -3.83 -2.61 1.99
C -3.80 -1.75 0.94
C -4.64 -1.82 -0.17
C -4.51 -0.86 -1.16
C -3.57 0.14 -1.07
Cl -3.54 1.36 -2.31
C -2.70 0.22 0.03
N -1.78 1.26 0.12
C -1.29 1.64 1.43
C -0.74 3.07 1.34
N 0.36 3.10 0.40
C 1.08 4.37 0.38
C 2.52 4.20 -0.11
C 3.37 3.37 0.85
N 2.85 2.03 1.01
C 3.47 0.96 0.43
O 4.60 1.01 -0.01
N 2.68 -0.16 0.46
C 2.98 -1.47 0.08
C 4.21 -1.83 -0.46
C 4.44 -3.15 -0.83
C 3.47 -4.13 -0.67
C 3.75 -5.55 -1.06
C 2.24 -3.75 -0.14
C 2.00 -2.44 0.23
C -0.13 2.71 -0.92
C -0.71 1.31 -0.86
C -2.85 -0.74 1.03
H -4.57 -4.33 1.11
H -5.78 -3.32 1.95
H -4.58 -4.24 2.88
H -5.38 -2.58 -0.27
H -5.17 -0.89 -2.02
H -2.12 1.62 2.14
H -0.49 0.97 1.79
H -0.37 3.37 2.33
H -1.55 3.75 1.04
H 1.11 4.75 1.40
H 0.56 5.11 -0.25
H 2.54 3.73 -1.10
H 2.97 5.20 -0.21
H 3.40 3.85 1.84
H 4.40 3.28 0.48
H 1.83 2.04 1.06
H 1.77 -0.06 0.90
H 4.97 -1.08 -0.59
H 5.40 -3.42 -1.24
H 4.47 -5.99 -0.37
H 4.17 -5.60 -2.06
H 2.84 -6.14 -1.03
H 1.47 -4.49 0.00
H 1.03 -2.17 0.65
H 0.70 2.73 -1.63
H -0.91 3.41 -1.27
H -1.09 1.03 -1.84
H 0.09 0.60 -0.59
H -2.21 -0.73 1.89

Record 2
Density functional theory data (ωB97M-V/def2-TZVPD) for a 5-piece molecular cluster, C22H29F19O8SSi overall.

The calculation puts the electronic energy at -110005.1932 eV. The SMILES is CCSC[SiH2]C(F)(F)C(F)(F)C(F)(F)F.CCOC(=O)C(F)(F)F.CCOC(=O)C(F)(F)F.CCOC(=O)C(F)(F)F.CCOC(=O)C(F)(F)F. As for the total charge: 0. The HOMO energy is -8.65 eV.

Geometry (Å):
C 5.52 -0.26 0.37
C 4.29 0.81 0.51
S 4.76 2.49 1.20
C 3.35 3.63 0.62
Si 1.64 3.19 1.45
C 0.58 2.37 0.07
F 0.85 3.14 -1.20
F 1.13 1.01 -0.17
C -1.04 2.43 0.31
F -1.25 3.37 1.48
F -1.73 3.12 -0.85
C -1.74 1.01 0.74
F -1.60 -0.09 -0.24
F -1.31 0.64 2.14
F -3.22 1.29 0.84
H 5.76 -0.37 -0.80
H 5.21 -1.30 0.80
H 6.50 0.16 0.89
H 3.46 0.31 1.20
H 3.78 0.94 -0.57
H 3.30 3.57 -0.56
H 3.57 4.75 0.94
H 1.95 2.17 2.48
H 1.09 4.41 2.01
C -2.29 1.04 5.76
C -0.94 0.43 5.45
O 0.10 1.12 6.16
C 0.26 0.79 7.48
O -0.43 -0.04 8.07
C 1.43 1.56 8.09
F 1.41 2.89 7.77
F 2.64 1.09 7.66
F 1.46 1.50 9.45
H -2.28 2.12 5.54
H -3.08 0.57 5.17
H -2.54 0.94 6.82
H -0.72 0.53 4.38
H -0.92 -0.64 5.69
C 1.53 -4.83 6.94
C 1.20 -5.45 5.59
O 0.75 -4.44 4.67
C 1.74 -3.69 4.07
O 2.94 -3.84 4.30
C 1.13 -2.70 3.09
F 0.06 -2.03 3.60
F 0.69 -3.31 1.95
F 2.02 -1.74 2.69
H 0.68 -4.26 7.32
H 1.79 -5.60 7.66
H 2.37 -4.13 6.86
H 0.37 -6.16 5.71
H 2.04 -6.00 5.18
C -2.67 2.26 -3.38
C -3.00 1.64 -4.72
O -3.45 2.65 -5.65
C -2.46 3.39 -6.24
O -1.26 3.25 -6.02
C -3.07 4.39 -7.23
F -4.14 5.06 -6.72
F -3.51 3.78 -8.37
F -2.18 5.35 -7.63
H -3.52 2.83 -3.00
H -2.41 1.48 -2.65
H -1.83 2.96 -3.46
H -3.83 0.93 -4.61
H -2.16 1.08 -5.13
C -1.39 -3.55 -9.23
C -0.42 -2.75 -8.39
O -1.10 -2.12 -7.30
C -1.37 -2.91 -6.21
O -1.09 -4.10 -6.15
C -2.05 -2.10 -5.11
F -3.05 -1.30 -5.58
F -1.17 -1.27 -4.48
F -2.61 -2.88 -4.14
H -2.22 -2.91 -9.57
H -0.90 -3.97 -10.11
H -1.84 -4.37 -8.66
H 0.03 -1.96 -8.99
H 0.40 -3.38 -8.02

Record 3
Density functional theory data (ωB97M-V/def2-TZVPD) for C22H29FeN9O3 as an isolated structure.

The calculation puts the electronic energy at -77206.3883 eV. As for the total charge: +3. As for the spin multiplicity: 6. Its energy relative to the best compared isomer or geometry (same formula, charge and spin) is 0.595 eV. The HOMO energy (alpha / beta) is -16.64 / -16.62 eV.

Geometry (Å):
Fe -0.34 0.24 -0.77
N -0.19 0.31 1.48
C 1.20 0.64 1.85
C 1.68 0.23 3.24
C 1.63 -1.26 3.61
C 2.65 -2.16 2.90
N 4.02 -1.68 3.00
C 4.97 -2.07 3.84
N 6.19 -1.55 3.73
N 4.72 -2.95 4.81
C 2.15 0.12 0.72
O 3.34 0.09 0.91
O 1.49 -0.20 -0.36
H -0.85 1.00 1.82
H -0.47 -0.60 1.83
H 1.32 1.73 1.77
H 1.05 0.76 3.96
H 2.69 0.61 3.37
H 0.64 -1.68 3.43
H 1.80 -1.32 4.69
H 2.42 -2.23 1.84
H 2.58 -3.17 3.30
H 4.26 -0.96 2.31
H 6.43 -0.92 2.99
H 6.94 -1.83 4.35
H 3.82 -3.39 4.92
H 5.46 -3.27 5.42
C -3.21 -3.14 -0.18
C -2.04 -2.38 -0.22
N -2.06 -1.06 -0.20
C -3.24 -0.41 -0.15
C -4.46 -1.09 -0.10
C -4.42 -2.49 -0.11
C -5.68 -0.33 -0.04
C -5.66 1.02 -0.07
C -4.42 1.73 -0.13
C -4.34 3.14 -0.15
C -3.11 3.75 -0.20
C -1.96 2.96 -0.24
N -2.01 1.63 -0.23
C -3.22 1.02 -0.17
H -3.15 -4.22 -0.19
H -1.07 -2.86 -0.27
H -5.35 -3.05 -0.09
H -6.61 -0.88 0.03
H -6.58 1.58 -0.05
H -5.25 3.72 -0.11
H -3.02 4.83 -0.20
H -0.98 3.41 -0.27
C 1.11 1.63 -6.44
N 0.67 1.17 -5.12
C -0.28 0.09 -4.91
C -0.36 0.10 -3.41
O -0.97 -0.67 -2.65
N 0.35 1.11 -2.90
C 0.99 1.71 -3.95
N 1.83 2.72 -3.81
H 0.70 0.98 -7.20
H 2.20 1.60 -6.52
H 0.77 2.65 -6.63
H 0.08 -0.87 -5.30
H -1.25 0.30 -5.35
H 2.10 3.01 -2.88
H 2.31 3.12 -4.59

Record 4
Density functional theory data (ωB97M-V/def2-TZVPD) for one molecule with the formula C22H29N3O2.

The calculation puts the electronic energy at -31850.8209 eV. The SMILES is CCCCN(CC)CCCNC(=O)c1cc2cc3ccc(C)cc3nc2o1. As for the total charge: 0. Its energy relative to the best compared isomer or geometry (same formula, charge and spin) is 1.435 eV. The HOMO energy is -8.24 eV.

Geometry (Å):
C -4.95 -3.75 -1.18
C -4.29 -2.86 -0.13
C -5.24 -2.44 0.98
C -6.24 -1.37 0.53
N -5.58 -0.17 0.07
C -6.34 0.57 -0.93
C -7.69 1.12 -0.47
C -5.01 0.65 1.12
C -3.47 0.58 1.13
C -2.89 1.09 -0.19
N -1.45 0.97 -0.22
C -0.62 2.03 -0.16
O -1.00 3.19 -0.16
C 0.81 1.67 -0.13
C 1.89 2.49 -0.10
C 3.04 1.64 -0.06
C 4.40 1.78 -0.03
C 5.18 0.62 0.00
C 6.60 0.65 0.04
C 7.32 -0.51 0.06
C 6.69 -1.77 0.05
C 7.53 -3.01 0.08
C 5.32 -1.83 0.02
C 4.53 -0.66 -0.01
N 3.19 -0.80 -0.04
C 2.51 0.31 -0.07
O 1.16 0.34 -0.11
H -4.23 -4.05 -1.93
H -5.37 -4.64 -0.72
H -5.76 -3.21 -1.69
H -3.45 -3.41 0.30
H -3.90 -1.96 -0.61
H -4.67 -2.06 1.83
H -5.81 -3.31 1.33
H -6.84 -1.77 -0.29
H -6.93 -1.16 1.37
H -5.71 1.39 -1.27
H -6.50 -0.10 -1.78
H -8.36 0.31 -0.19
H -8.15 1.69 -1.27
H -7.56 1.77 0.40
H -5.38 0.34 2.10
H -5.29 1.70 0.98
H -3.09 1.19 1.95
H -3.15 -0.45 1.28
H -3.32 0.52 -1.02
H -3.11 2.15 -0.33
H -1.05 0.04 -0.17
H 1.87 3.56 -0.11
H 4.87 2.76 -0.02
H 7.09 1.61 0.04
H 8.40 -0.47 0.09
H 8.15 -3.02 0.98
H 6.91 -3.90 0.07
H 8.19 -3.03 -0.78
H 4.80 -2.77 0.01

Record 5
Density functional theory data (ωB97M-V/def2-TZVPD) for one molecule with the formula C22H29N3O4S.

The calculation puts the electronic energy at -46781.6185 eV. The SMILES is CCOCCCNC(=O)[C@H](c1ccccc1)N(Cc1cccs1)C(=O)CNC(C)=O. As for the total charge: 0. Its energy relative to the best compared isomer or geometry (same formula, charge and spin) is 0.340 eV. The HOMO energy is -8.62 eV.

Geometry (Å):
C -5.51 -0.45 2.64
C -5.10 0.52 1.53
O -4.55 -0.10 0.40
C -5.46 -0.78 -0.43
C -4.76 -1.18 -1.73
C -3.70 -2.26 -1.52
N -2.64 -1.80 -0.66
C -1.39 -1.58 -1.09
O -0.97 -1.92 -2.18
C -0.53 -0.88 -0.02
C -1.11 0.46 0.37
C -1.77 1.26 -0.55
C -2.26 2.50 -0.18
C -2.10 2.95 1.12
C -1.44 2.16 2.04
C -0.95 0.92 1.67
N 0.86 -0.77 -0.45
C 1.17 0.00 -1.63
C 1.99 1.22 -1.34
C 3.01 1.73 -2.08
C 3.56 2.92 -1.52
C 2.94 3.28 -0.38
S 1.67 2.20 0.06
C 1.78 -1.46 0.25
O 1.52 -2.09 1.26
C 3.21 -1.43 -0.29
N 4.08 -2.06 0.66
C 5.28 -1.52 0.99
C 5.95 -2.21 2.16
O 5.76 -0.59 0.39
H -5.81 0.10 3.52
H -4.67 -1.09 2.89
H -6.34 -1.08 2.32
H -5.97 1.13 1.24
H -4.31 1.19 1.90
H -6.32 -0.12 -0.66
H -5.85 -1.68 0.07
H -5.51 -1.54 -2.44
H -4.28 -0.29 -2.15
H -4.17 -3.15 -1.08
H -3.25 -2.54 -2.47
H -2.95 -1.33 0.18
H -0.51 -1.53 0.86
H -1.91 0.92 -1.57
H -2.78 3.12 -0.90
H -2.48 3.92 1.41
H -1.31 2.50 3.06
H -0.43 0.30 2.39
H 0.22 0.30 -2.08
H 1.69 -0.61 -2.36
H 3.37 1.28 -2.98
H 4.38 3.45 -1.96
H 3.15 4.12 0.26
H 3.22 -1.97 -1.25
H 3.56 -0.41 -0.47
H 3.61 -2.70 1.30
H 6.05 -3.28 1.95
H 6.94 -1.78 2.31
H 5.36 -2.09 3.06

Record 6
Density functional theory data (ωB97M-V/def2-TZVPD) for one molecule with the formula C22H29N3O4S.

The calculation puts the electronic energy at -46780.3991 eV. The SMILES is CCN(CC)CCCN1C(=O)C(O)=C(C(=O)c2sc(C)nc2C)[C@@H]1c1ccc(C)o1. As for the total charge: 0. Its energy relative to the best compared isomer or geometry (same formula, charge and spin) is 1.560 eV. The HOMO energy is -8.35 eV.

Geometry (Å):
C -3.76 -2.04 -0.51
C -4.83 -1.03 -0.10
N -4.26 0.27 0.23
C -5.08 1.06 1.12
C -6.46 1.46 0.58
C -3.73 0.99 -0.92
C -2.20 0.98 -0.93
C -1.64 1.67 0.32
N -0.20 1.66 0.36
C 0.58 2.53 -0.31
O 0.26 3.49 -0.99
C 1.99 2.13 -0.04
O 2.97 2.88 -0.55
C 2.01 1.04 0.76
C 3.10 0.30 1.39
O 2.94 -0.25 2.47
C 4.36 0.22 0.68
S 4.53 0.52 -1.03
C 6.23 0.13 -0.88
C 7.13 0.17 -2.05
N 6.60 -0.18 0.31
C 5.59 -0.16 1.20
C 5.85 -0.51 2.62
C 0.57 0.66 1.06
C 0.29 -0.73 0.59
C -0.30 -1.80 1.20
C -0.28 -2.85 0.26
C 0.32 -2.36 -0.87
C 0.63 -2.98 -2.18
O 0.67 -1.07 -0.67
H -2.98 -2.08 0.24
H -4.21 -3.02 -0.60
H -3.32 -1.77 -1.47
H -5.33 -1.40 0.80
H -5.58 -0.96 -0.90
H -4.51 1.96 1.37
H -5.21 0.49 2.04
H -6.36 2.00 -0.35
H -7.08 0.58 0.41
H -6.96 2.10 1.30
H -4.06 2.03 -0.89
H -4.09 0.56 -1.86
H -1.84 -0.04 -0.96
H -1.84 1.51 -1.81
H -1.96 2.72 0.33
H -2.02 1.17 1.21
H 2.53 3.60 -1.04
H 7.16 1.17 -2.47
H 8.13 -0.13 -1.75
H 6.78 -0.51 -2.83
H 6.91 -0.38 2.84
H 5.24 0.10 3.29
H 5.58 -1.55 2.79
H 0.38 0.70 2.14
H -0.69 -1.83 2.20
H -0.66 -3.85 0.40
H 0.25 -4.00 -2.20
H 0.16 -2.41 -2.99
H 1.70 -2.99 -2.35